[1]
{
  "formula": "C23H28N3O2SbSe2W",
  "method": "ωB97M-V/def2-TZVPD",
  "e_tot_ha": -6316.6579,
  "total_charge": 4,
  "homo_energy_ha": [-0.7733, -0.7736],
  "elements": ["W", "Sb", "Se", "Se", "O", "O", "N", "N", "N", "C", "C", "C", "C", "C", "C", "C", "C", "C", "C", "C", "C", "C", "C", "C", "C", "C", "C", "C", "C", "C", "C", "C", "H", "H", "H", "H", "H", "H", "H", "H", "H", "H", "H", "H", "H", "H", "H", "H", "H", "H", "H", "H", "H", "H", "H", "H", "H", "H", "H", "H"],
  "positions_angstrom": [[-0.144206, 0.118275, -0.382690], [-2.376469, 1.742764, -2.274654], [0.771780, -1.976520, -1.717205], [2.147192, -0.129021, -1.684549], [0.788332, -0.622799, 1.277890], [4.587204, -3.399493, -0.066352], [-1.885642, -1.009380, -0.970803], [-1.690263, 1.273824, 0.723402], [0.386340, 2.120121, -1.012214], [2.726094, -2.035888, 0.427152], [1.822883, 3.945755, -1.481199], [1.181394, 4.154406, -2.687326], [-3.181214, -2.933923, -1.445449], [-1.790629, -2.871766, 0.647315], [-3.587685, 2.698666, 0.305028], [2.095115, 2.622702, 0.646580], [3.396121, -0.949977, -0.412748], [1.959104, -1.490200, 1.616630], [-1.002155, 0.769258, 3.066903], [1.425868, 2.901812, -0.654053], [-3.181257, -1.082955, -2.959637], [-2.931977, 2.226481, 2.537189], [0.078645, 3.362200, -3.013837], [-1.891594, 1.435694, 2.056144], [-3.599782, -2.373166, -2.636105], [-2.546538, 1.909885, -0.135254], [-0.313082, 2.365299, -2.140306], [-2.291817, -2.253203, -0.621477], [3.883501, -2.904581, 1.034707], [-2.339753, -0.413062, -2.089725], [1.901433, -2.968279, -0.455853], [-3.791193, 2.867935, 1.672464], [-2.595074, -2.915917, 1.385586], [1.736699, 1.660147, 1.033800], [-1.327378, 1.018842, 4.074582], [-3.544207, -0.600994, -3.859071], [3.449140, -3.702700, 1.647542], [4.188897, -1.369789, -1.033549], [-0.977987, -2.284958, 1.082243], [0.393426, -0.338348, 2.128365], [1.555617, -2.305398, 2.218505], [-0.484475, 3.555254, -3.918695], [0.031967, 1.131955, 3.006642], [2.641543, 4.583013, -1.171185], [-4.267906, -2.916139, -3.293856], [-1.073387, -0.325178, 3.013046], [3.182012, 2.619752, 0.565643], [-1.448304, -3.893800, 0.483569], [1.232888, -3.620732, 0.108238], [2.610517, -0.873508, 2.236959], [-3.528728, -3.914553, -1.144698], [-3.057144, 2.330097, 3.606487], [1.506010, 4.946497, -3.351432], [3.807044, -0.133084, 0.183200], [-4.247273, 3.186150, -0.402929], [-4.599507, 3.483009, 2.048204], [1.830819, 3.389418, 1.379510], [4.503994, -2.271532, 1.679352], [5.328156, -3.956316, 0.210058], [2.546872, -3.582032, -1.086066]],
  "forces_ev_per_angstrom": [[-0.512, 0.371, -0.528], [-0.168, 0.127, -0.182], [0.118, -0.005, -0.083], [0.046, -0.072, -0.078], [0.090, -0.021, 0.023], [0.018, -0.013, -0.018], [0.178, -0.198, 0.495], [0.013, -0.021, -0.283], [0.022, -0.081, 0.246], [0.068, -0.022, 0.014], [-0.006, 0.018, -0.034], [0.022, 0.009, 0.021], [0.003, -0.051, 0.051], [0.056, 0.201, -0.040], [0.025, -0.020, -0.018], [-0.129, -0.197, 0.112], [0.024, 0.010, 0.030], [0.216, -0.148, -0.001], [0.020, -0.013, 0.013], [0.032, -0.015, -0.002], [0.068, 0.077, 0.038], [0.072, -0.055, 0.036], [-0.046, -0.071, 0.043], [-0.051, 0.048, 0.067], [-0.022, -0.027, -0.009], [-0.108, 0.064, 0.198], [0.122, 0.103, -0.084], [0.059, 0.021, 0.019], [-0.067, 0.051, 0.016], [-0.155, -0.106, -0.182], [-0.005, -0.047, 0.015], [0.020, -0.012, -0.001], [-0.015, -0.024, -0.022], [0.227, 0.094, 0.129], [0.010, -0.010, 0.005], [0.007, 0.013, 0.004], [0.002, 0.009, 0.004], [-0.011, -0.021, 0.020], [-0.018, -0.063, 0.016], [-0.044, 0.046, -0.067], [-0.056, 0.034, -0.009], [-0.005, -0.005, 0.003], [-0.017, 0.032, 0.000], [0.006, -0.005, 0.008], [0.000, 0.007, -0.010], [-0.051, 0.005, 0.016], [-0.003, -0.033, -0.010], [-0.035, -0.015, 0.000], [0.013, 0.008, 0.015], [-0.055, 0.039, 0.002], [0.006, -0.002, 0.005], [0.004, -0.003, 0.005], [-0.013, -0.004, -0.013], [0.000, -0.020, 0.014], [0.009, -0.007, -0.005], [-0.010, 0.006, -0.017], [0.005, 0.008, -0.012], [0.000, -0.011, 0.003], [0.000, 0.001, -0.005], [0.017, 0.016, 0.027]],
  "nbo_charge": [1.270, 1.342, 0.536, 0.536, -0.727, -0.731, -0.578, -0.576, -0.574, -0.155, -0.193, -0.058, -0.191, -0.665, -0.232, -0.644, -0.553, -0.077, -0.687, 0.254, -0.214, -0.200, -0.214, 0.251, -0.058, -0.119, -0.146, 0.258, -0.043, -0.143, -0.552, -0.049, 0.296, 0.184, 0.307, 0.274, 0.205, 0.316, 0.194, 0.549, 0.243, 0.274, 0.230, 0.280, 0.287, 0.228, 0.274, 0.273, 0.271, 0.242, 0.280, 0.272, 0.287, 0.271, 0.266, 0.283, 0.293, 0.205, 0.531, 0.316]
}

[2]
{
  "formula": "C23H28N4OOsPS2",
  "method": "ωB97M-V/def2-TZVPD",
  "e_tot_ha": -2414.9403,
  "total_charge": 3,
  "homo_energy_ha": [-0.6247, -0.6247],
  "elements": ["Os", "S", "S", "P", "O", "N", "N", "N", "N", "C", "C", "C", "C", "C", "C", "C", "C", "C", "C", "C", "C", "C", "C", "C", "C", "C", "C", "C", "C", "C", "C", "C", "H", "H", "H", "H", "H", "H", "H", "H", "H", "H", "H", "H", "H", "H", "H", "H", "H", "H", "H", "H", "H", "H", "H", "H", "H", "H", "H", "H"],
  "positions_angstrom": [[-0.164454, 0.295417, -0.259731], [1.896032, 0.670310, 0.221955], [-0.723320, 3.445233, -0.684859], [0.352773, -0.250606, -2.563758], [-1.208646, 1.956676, -0.420709], [0.521647, 1.308654, 2.509988], [-0.445685, 0.651232, 1.776283], [-1.901386, -0.755293, 0.192450], [2.754254, 1.858035, 2.454545], [-2.997906, -0.691245, -4.835671], [-1.985869, -0.164144, -4.063146], [1.003198, 0.816328, -5.024239], [-3.560197, -1.116383, 1.880885], [-1.904830, 0.571657, 3.758234], [1.662970, 1.344618, 1.898152], [-1.754382, 3.960912, -2.032757], [1.671652, -1.504017, -2.551539], [-1.541514, 0.295589, 2.346666], [-0.996559, -0.997737, -3.517306], [-3.763562, -2.184413, -0.253783], [-1.440093, 4.304802, 0.694109], [1.979236, 2.984937, -5.373454], [-4.261527, -1.955303, 1.017788], [-2.083408, -2.904680, -4.510087], [-2.582935, -1.573336, -0.629443], [1.926947, 3.235182, -4.010265], [-1.065914, -2.375040, -3.737899], [0.933836, 1.066631, -3.649691], [1.407096, 2.278404, -3.151479], [-3.050041, -2.064851, -5.061612], [1.520903, 1.772033, -5.879062], [-2.389359, -0.528752, 1.456011], [-2.511391, 4.115636, 0.737123], [-5.178138, -2.427787, 1.345913], [-2.160954, -1.723926, -1.611941], [1.834150, -1.878842, -3.562167], [-4.273191, -2.832299, -0.952383], [2.390009, 3.728566, -6.042930], [-1.236308, 5.367681, 0.547199], [-1.280337, 1.360599, 4.166854], [-1.523656, 5.012040, -2.218599], [0.654196, -0.123202, -5.435594], [-2.120651, -3.969096, -4.699085], [2.591419, -1.024312, -2.211197], [1.450228, -2.336095, -1.881920], [2.719740, 2.169648, 3.415900], [-1.941457, 0.907135, -3.898332], [-1.757141, -0.325595, 4.365102], [-0.928736, 3.955510, 1.589979], [-1.465755, 3.370965, -2.901409], [1.574666, 1.569213, -6.939688], [-0.315396, -3.038328, -3.326633], [-3.921064, -0.938186, 2.883108], [3.648555, 1.855992, 1.991280], [-2.953790, 0.856339, 3.830060], [2.310794, 4.166625, -3.615748], [-3.741446, -0.042142, -5.277722], [1.413806, 2.471967, -2.083756], [-3.840384, -2.480316, -5.672978], [-2.804028, 3.828363, -1.775316]],
  "forces_ev_per_angstrom": [[-1.326, 0.740, -0.793], [-0.086, -0.372, 0.411], [0.157, 0.082, -0.054], [-0.064, -0.377, -0.666], [0.255, -0.304, 0.162], [-0.045, -0.296, -0.558], [0.419, 0.380, 0.369], [0.377, -0.180, 0.338], [-0.096, -0.013, -0.015], [-0.176, -0.260, -0.099], [0.393, 0.069, 0.354], [-0.077, -0.110, 0.032], [0.042, 0.063, -0.035], [0.053, 0.064, -0.006], [0.271, 0.327, 0.372], [-0.037, -0.032, -0.033], [0.105, 0.141, 0.204], [-0.236, -0.365, -0.185], [-0.299, 0.130, 0.061], [-0.027, 0.039, 0.113], [-0.053, -0.017, -0.023], [-0.010, -0.049, -0.048], [0.017, -0.024, -0.069], [-0.423, 0.084, -0.231], [0.134, -0.074, -0.120], [0.018, 0.064, -0.005], [0.333, 0.149, 0.162], [0.133, 0.122, 0.140], [0.037, -0.036, 0.111], [0.139, -0.100, 0.092], [0.065, 0.130, 0.041], [0.015, 0.083, 0.177], [0.000, 0.003, 0.002], [-0.008, -0.001, 0.000], [-0.027, -0.020, -0.037], [-0.034, 0.014, -0.009], [0.005, 0.009, -0.029], [-0.003, -0.001, -0.008], [0.003, 0.004, -0.007], [-0.013, -0.019, 0.003], [-0.008, 0.015, 0.019], [-0.024, 0.006, 0.029], [0.007, -0.001, 0.007], [0.014, -0.032, -0.026], [-0.030, -0.029, -0.034], [0.028, 0.006, 0.004], [0.027, 0.004, -0.055], [-0.010, -0.028, -0.012], [-0.005, 0.021, 0.012], [0.025, 0.011, -0.012], [0.001, 0.007, -0.011], [0.007, -0.031, -0.034], [0.001, 0.002, 0.016], [0.018, 0.003, 0.005], [-0.007, 0.014, 0.029], [-0.006, 0.015, -0.006], [-0.011, 0.007, 0.014], [0.013, -0.027, -0.051], [0.026, -0.003, -0.009], [0.004, -0.005, 0.002]],
  "nbo_charge": [0.993, 0.291, 1.248, 1.029, -0.835, -0.344, -0.311, -0.496, -0.733, -0.192, -0.196, -0.195, -0.185, -0.699, 0.292, -0.802, -0.952, 0.339, -0.435, -0.211, -0.802, -0.146, -0.056, -0.210, 0.101, -0.196, -0.157, -0.324, -0.257, -0.148, -0.175, 0.155, 0.269, 0.272, 0.255, 0.284, 0.274, 0.253, 0.291, 0.279, 0.292, 0.235, 0.252, 0.265, 0.258, 0.449, 0.212, 0.285, 0.271, 0.277, 0.253, 0.220, 0.267, 0.436, 0.260, 0.237, 0.247, 0.191, 0.253, 0.272]
}